Entry 1:
Computed, not measured: one molecule with the formula C4H5NO2, with ωB97M-V with the def2-TZVPD basis set.

XYZ file:
```
12
Properties=species:S:1:pos:R:3:lowdin_charge:R:1
C 1.183 -0.924 -0.114 0.0017
N 0.057 -0.317 0.115 -0.0262
H -1.632 -0.504 -1.142 0.1360
O 1.654 -2.274 1.791 0.0140
C 1.918 -1.314 1.089 -0.3297
C -1.403 1.515 -0.507 -0.2252
H 2.828 -0.696 1.263 0.1114
O -1.328 1.923 0.627 0.0588
H -1.935 2.087 -1.292 0.1254
C -0.807 0.193 -0.934 -0.1424
H -0.221 0.294 -1.852 0.1263
H -0.289 -0.106 1.054 0.1499
```

Summary:
- Orbital gap: 9.401 eV
- Lowest unoccupied orbital energy: 0.50 eV

***

Entry 2:
Computed, not measured: C32H31ClIN5Sc as an isolated structure, with ωB97M-V with the def2-TZVPD basis set.

XYZ file:
```
71
Properties=species:S:1:pos:R:3:lowdin_charge:R:1
N 1.671 0.104 0.411 0.1599
H -3.000 -0.936 -5.111 0.1194
H -0.420 0.437 2.788 0.1509
C -2.176 -2.210 -2.084 -0.0887
H -5.427 0.435 2.575 0.1128
H 1.129 2.478 3.682 0.0839
H 0.929 -0.367 -4.136 0.0934
C -2.634 -1.633 -4.368 -0.0303
C 2.967 -0.391 -3.542 -0.0793
C -1.688 -3.771 -3.823 -0.6717
N 0.550 3.028 -1.978 0.0312
C -3.040 0.053 -2.528 -0.2085
C 2.863 0.100 5.152 -0.0275
C -1.503 3.542 -2.278 -0.1630
H -2.148 -3.131 -5.816 0.1120
Cl -1.098 -5.312 -4.339 0.6863
C 1.609 -0.300 -3.290 -0.1303
H 1.826 -2.093 2.165 0.1218
N 0.458 0.177 2.362 0.1569
H -1.341 -4.170 -1.753 0.1122
H -2.380 -2.964 1.458 0.0941
C -1.899 0.377 1.033 -0.2808
H 3.656 -2.829 3.653 0.1114
C -3.728 -0.763 2.067 -0.0213
C 0.529 4.362 -2.053 -0.1052
Sc -1.032 0.374 -1.718 1.0541
H -4.413 2.537 1.749 0.1121
H -4.180 -1.675 2.436 0.1220
C 3.860 -0.308 -2.487 -0.0403
C 3.161 -1.884 3.833 -0.0688
H 0.094 1.676 4.860 0.0885
C -2.452 -0.820 1.517 -0.2186
H 3.335 -0.526 -4.550 0.1085
H -3.740 0.073 -1.684 0.0627
C -2.600 1.579 1.129 -0.0276
H -1.020 -2.191 0.634 0.0670
H 4.309 -0.901 0.644 0.0845
H 1.429 4.947 -1.982 0.1331
H 5.436 -0.112 -0.446 0.0851
C 2.142 -1.469 2.992 -0.0354
H -2.561 3.384 -2.412 0.1236
C -2.665 -1.272 -3.007 -0.3669
C -1.697 -3.454 -2.480 -0.0901
C 3.424 -0.142 -1.182 -0.2166
H 1.613 2.391 5.378 0.0833
I -1.529 6.660 -2.434 0.9169
N -0.649 0.383 0.331 0.0032
C 0.471 0.205 1.009 -0.3417
H 2.442 0.049 1.060 0.1045
H 4.333 0.860 0.514 0.0900
C 1.086 -0.131 -1.993 -0.1803
C 4.422 -0.069 -0.057 -0.0367
C -3.868 1.605 1.684 -0.0634
N -0.684 2.502 -2.118 -0.0666
C 1.135 1.844 4.570 -0.0325
C 3.522 -1.096 4.914 -0.0633
C 1.507 -0.252 3.221 -0.2059
C -0.788 4.739 -2.240 -0.7489
H 4.924 -0.377 -2.675 0.1158
C -4.434 0.429 2.148 -0.0579
H 4.312 -1.416 5.579 0.1117
H -1.082 -2.225 2.387 0.0877
C 1.849 0.549 4.312 -0.2064
H -3.423 0.747 -3.280 0.0546
C -1.694 -2.119 1.488 -0.0318
H -2.137 2.485 0.754 0.1132
H 1.338 2.394 -1.904 0.1488
H -2.226 -1.981 -1.022 0.0790
C 2.038 -0.059 -0.959 -0.2212
C -2.157 -2.861 -4.769 -0.0866
H 3.143 0.706 6.004 0.1179
```

Summary:
- Net charge: +1
- Orbital gap: 7.655 eV
- Lowest unoccupied orbital energy: -2.45 eV

***

Entry 3:
Computed, not measured: C26H36HfN7O4S as an isolated structure, with ωB97M-V with the def2-TZVPD basis set.

XYZ file:
```
75
Properties=species:S:1:pos:R:3:lowdin_charge:R:1
C 0.619 -0.948 -6.451 -0.0701
N -0.953 -1.908 0.332 0.0210
H -3.322 2.599 3.410 0.1239
N 0.434 0.336 -3.312 0.1133
O 2.516 -1.934 0.336 -0.4381
N 0.063 0.204 -2.095 0.0285
H 2.644 -1.642 -6.290 0.1396
C -4.154 -1.787 2.986 -0.0389
H 1.096 2.498 -1.221 0.0570
H 3.403 -0.400 -4.506 0.1346
C -3.722 1.409 0.986 -0.0265
H -0.308 3.078 5.456 0.0824
H -3.892 2.052 0.120 0.0918
O 3.657 -3.175 2.188 -0.2005
H 0.896 -0.162 -7.154 0.0846
N -0.508 -0.929 2.808 0.0537
N 1.663 -0.213 -3.412 -0.0713
N 1.017 -0.467 -1.400 -0.0848
H -0.206 -2.599 -1.445 0.1042
H -4.237 -3.730 -0.606 0.1329
H 0.598 -2.540 -4.209 0.0719
C -1.168 3.387 4.861 -0.0362
H -5.269 -2.886 1.535 0.1250
C 1.493 -2.673 -4.828 -0.0697
C 2.343 -0.285 -4.726 -0.0771
H 1.608 4.024 -0.518 0.0847
C -2.888 -1.262 3.343 0.0097
H -2.075 3.162 5.423 0.0789
H 3.417 0.701 -0.465 0.0552
C -3.234 -2.541 0.894 -0.1430
C 0.011 1.814 1.604 -0.3124
C -4.319 -2.439 1.801 -0.0122
C -1.841 -1.366 2.485 -0.2273
H 3.451 3.916 1.289 0.0973
H -2.231 -3.856 -2.074 0.1180
H 4.392 2.047 0.072 0.0960
H 2.916 -1.229 -2.008 0.1499
C -1.208 1.500 1.016 -0.0413
C 1.922 2.997 -0.714 -0.0217
O 2.379 -1.032 2.477 -0.4096
H 0.048 -1.768 3.015 0.0811
C -2.391 2.371 2.899 -0.0076
C 3.553 1.410 0.356 -0.0516
H 0.949 2.603 3.379 0.1099
C -2.426 1.765 1.662 -0.2644
H -4.980 -1.696 3.678 0.1181
C -2.011 -1.946 1.217 -0.1627
S 2.527 -2.418 1.820 0.3900
H -1.118 4.472 4.747 0.0918
C 2.641 3.287 1.665 -0.0504
H -1.229 1.081 0.011 0.0961
H -3.710 0.376 0.626 0.0695
H 1.800 3.943 1.889 0.0801
N 1.205 1.332 0.962 -0.1431
H 3.843 0.852 1.247 0.0845
C -1.060 -2.601 -0.782 -0.0958
O 1.166 -2.976 1.961 -0.3587
C 1.999 -0.710 -2.236 -0.1273
Hf 0.962 -0.674 0.954 1.6348
H -0.473 -0.319 3.618 0.1260
C 0.013 2.412 2.873 -0.0119
C 2.311 2.263 0.587 -0.5923
C -2.221 -3.304 -1.145 -0.0132
C -3.311 -3.239 -0.333 0.0296
H 1.294 -3.499 -5.509 0.0887
H -4.573 1.519 1.657 0.0840
H 0.205 -1.778 -7.027 0.0844
H 2.318 -2.983 -4.180 0.0826
H 2.194 0.694 -5.175 0.1327
H 2.987 2.817 2.589 0.0925
C -1.175 2.707 3.516 -0.2504
H -0.176 -0.556 -5.812 0.0722
H -2.746 -0.797 4.312 0.1296
H 2.766 3.048 -1.407 0.0828
C 1.813 -1.409 -5.620 -0.4050
```

Summary:
- Net charge: +1
- Orbital gap: 7.583 eV
- Lowest unoccupied orbital energy: -3.42 eV

***

Entry 4:
Computed, not measured: C32H44BCl3MnN5SSi as an isolated structure, with ωB97M-V with the def2-TZVPD basis set.

XYZ file:
```
88
Properties=species:S:1:pos:R:3:lowdin_spin:R:1
H 1.896 1.893 6.532 0.0000
H -2.964 -1.155 -0.835 0.0001
C -0.595 2.741 -3.002 -0.0007
H -2.018 0.584 4.696 0.0000
C 3.437 4.311 1.545 0.0000
H -1.162 -4.586 0.942 0.0002
H -0.421 1.697 5.709 0.0000
C -3.361 2.053 0.400 0.0001
H 4.390 4.557 1.070 0.0000
H -0.724 -1.399 -4.185 -0.0001
H -2.743 -3.824 0.735 0.0003
H 0.083 4.789 1.862 0.0002
Cl 3.816 2.435 -1.823 -0.0116
C -2.427 1.545 -4.027 -0.0001
H -1.129 4.616 -0.536 0.0000
C 0.139 5.115 -3.393 0.0000
Mn 1.483 -0.055 -0.043 1.0260
C -0.462 -1.667 -2.103 0.0067
C -1.232 -2.835 -1.956 0.0022
H -2.250 3.188 4.863 0.0000
C 1.107 2.525 2.799 0.0009
H -1.054 2.777 -5.100 0.0000
H 2.700 4.172 0.758 0.0000
H -1.687 0.694 0.327 0.0020
Si 2.591 0.733 -1.797 -0.0481
C 0.073 3.964 1.167 0.0010
N 0.754 2.773 1.431 0.0042
H 4.930 2.079 0.969 0.0000
C -0.981 2.232 -1.758 -0.0013
H 3.132 5.163 2.158 0.0000
H -4.417 -0.152 -0.744 0.0000
H -3.042 0.682 3.267 0.0000
H -0.525 5.472 -2.606 0.0000
H 1.001 5.784 -3.438 0.0000
H 3.695 2.529 4.968 0.0000
H 0.937 -1.173 -3.634 -0.0001
C -2.204 3.223 3.771 0.0000
N -0.508 -2.149 -0.031 0.0018
C -1.864 -4.197 0.204 0.0010
C 0.373 1.967 5.023 0.0001
H -1.774 4.183 3.484 0.0000
C -3.436 -0.336 -0.295 0.0001
C -0.529 3.879 -0.028 0.0004
C 3.607 3.054 2.395 -0.0001
C -2.572 0.920 -0.270 0.0009
H -0.269 0.084 -3.329 -0.0006
Cl 3.248 -0.022 -3.653 -0.0131
H 3.237 1.591 0.853 -0.0011
H 2.439 3.842 -4.268 0.0000
C 1.670 2.077 5.489 -0.0001
H -1.454 -0.110 3.177 0.0000
H -3.694 1.758 1.399 0.0000
C -0.107 -0.995 -3.382 -0.0014
H -1.384 2.128 2.138 0.0000
C -1.230 -3.116 -0.603 0.0067
H -3.642 0.368 -2.721 0.0000
H -4.245 2.282 -0.203 0.0000
H -2.766 2.959 0.498 0.0000
H -0.398 5.188 -4.343 0.0000
H 1.154 3.642 -2.216 -0.0003
H 4.417 3.263 3.102 0.0000
H -3.617 -0.659 0.734 0.0000
H 4.219 0.976 2.173 0.0000
C 4.034 1.854 1.551 -0.0006
C 1.687 -2.370 2.260 0.0035
N -0.278 2.619 -0.579 0.0000
H -0.281 -2.022 0.952 -0.0001
C -2.005 0.722 3.613 -0.0001
H -1.711 -3.400 -2.738 0.0000
C 2.419 2.682 3.262 0.0000
C 2.676 2.432 4.608 0.0000
B 0.590 1.831 0.308 0.0045
S 1.245 -0.734 2.197 0.0098
C -2.097 1.381 -1.638 0.0000
H 1.825 2.194 -4.191 -0.0005
H 1.059 3.371 -5.260 0.0000
C 1.529 3.239 -4.282 -0.0006
H -3.227 3.179 3.388 0.0000
Cl 3.508 -1.117 -0.497 0.0120
C 0.074 2.180 3.682 0.0000
N 1.968 -3.489 2.354 -0.0024
N -0.008 -1.265 -0.919 -0.0008
C 0.593 3.672 -3.152 -0.0005
H -2.988 1.269 -4.913 0.0000
C -1.341 2.391 -4.130 0.0000
H -2.179 -5.012 -0.444 0.0000
C -1.371 2.060 3.224 -0.0001
C -2.795 1.039 -2.787 -0.0001
```

Summary:
- Multiplicity: 2
- Net charge: -1
- Orbital gap (alpha / beta): 7.532 / 7.281 eV
- Lowest unoccupied orbital energy (alpha / beta): 2.54 / 2.54 eV

***

Q: Which E values were calculated for the entries above? A: -360.557294; -3030.273952; -2142.802631; -4763.956249, in Eh.